# 1
{
  "formula": "C4H12NO",
  "method": "ωB97M-V/def2-TZVPD",
  "s2": 0.7537,
  "charge": 0,
  "e_lumo_ev": [0.88, -1.75],
  "spin_multiplicity": 2,
  "orbital_gap_ha": [0.3569, 0.2602],
  "de_lowest_kj_mol": 102.8,
  "elements": ["C", "C", "C", "N", "H", "H", "H", "H", "H", "H", "H", "H", "H", "C", "O", "H", "H", "H"],
  "xyz": [[-0.863147, -1.090602, -0.554597], [-1.199638, -0.108702, 0.589396], [-0.553072, 1.301984, 0.417024], [-2.657105, 0.098142, 0.698714], [0.220272, -1.229128, -0.619337], [-1.369867, -2.059848, -0.460798], [-1.155142, -0.646720, -1.513357], [-0.833318, -0.523854, 1.527025], [-0.866031, 1.901324, 1.271202], [0.532661, 1.177984, 0.299242], [-0.976644, 1.734132, -0.501268], [-3.151314, -0.786087, 0.687480], [-2.995858, 0.674312, -0.062353], [3.207236, -0.090222, -0.388015], [1.931651, -0.027096, 0.103892], [3.817012, 0.559385, 0.266651], [3.644780, -1.104704, -0.328123], [3.267524, 0.219700, -1.432778]],
  "forces_ev_per_a": [[0.348, 0.638, -0.045], [-0.319, 0.457, -0.679], [-0.529, -1.253, -0.346], [0.328, -0.054, 0.488], [-0.153, -0.274, 0.073], [0.138, 0.233, 0.155], [-0.141, -0.035, 0.068], [-0.093, -0.100, 0.150], [0.275, 0.136, -0.056], [-0.837, 0.616, 0.253], [0.188, 0.115, 0.149], [-0.037, 0.077, -0.084], [0.026, -0.131, -0.067], [0.048, -0.155, -0.242], [0.808, -0.640, 0.014], [0.049, -0.116, -0.183], [-0.210, 0.179, 0.384], [0.113, 0.306, -0.033]]
}



# 2
{
  "formula": "C16H24N2O4",
  "method": "ωB97M-V/def2-TZVPD",
  "charge": 0,
  "e_lumo_ev": 0.70,
  "spin_multiplicity": 1,
  "smiles": "CCCCNC(=O)O[C@H](C)CNC(=O)Oc1cccc(C)c1",
  "orbital_gap_ha": 0.3518,
  "de_lowest_kj_mol": 7.7,
  "elements": ["C", "C", "C", "C", "N", "C", "O", "O", "C", "C", "C", "N", "C", "O", "O", "C", "C", "C", "C", "C", "C", "C", "H", "H", "H", "H", "H", "H", "H", "H", "H", "H", "H", "H", "H", "H", "H", "H", "H", "H", "H", "H", "H", "H", "H", "H"],
  "xyz": [[0.847066, 4.557726, -0.604220], [0.510729, 3.206000, 0.016020], [1.630771, 2.653618, 0.900308], [2.870573, 2.206490, 0.121802], [2.657221, 0.957646, -0.575726], [3.131490, -0.204226, -0.085814], [3.966297, -0.320297, 0.776264], [2.590352, -1.255442, -0.763054], [2.960021, -2.544844, -0.280027], [2.713313, -3.546481, -1.399174], [2.149686, -2.852945, 0.995772], [0.727255, -2.815147, 0.764825], [0.022988, -1.659146, 0.825541], [0.415802, -0.628161, 1.306320], [-1.210144, -1.891410, 0.303452], [-2.226849, -0.950299, 0.255609], [-2.060867, 0.416021, 0.423769], [-3.166609, 1.241304, 0.311229], [-4.417650, 0.723599, 0.031761], [-4.589165, -0.644191, -0.140191], [-5.933681, -1.229513, -0.449540], [-3.483723, -1.473265, -0.025860], [-0.003302, 4.936468, -1.167107], [1.692852, 4.483105, -1.283075], [1.093467, 5.279717, 0.171239], [0.274449, 2.492589, -0.776969], [-0.385644, 3.318890, 0.629783], [1.261646, 1.790863, 1.458428], [1.926566, 3.420282, 1.618554], [3.173924, 2.966889, -0.602944], [3.697084, 2.027662, 0.812272], [1.867462, 0.895205, -1.198753], [4.022848, -2.523670, -0.004236], [3.347868, -3.312697, -2.249517], [2.939899, -4.551284, -1.053823], [1.677681, -3.497744, -1.725725], [2.380755, -2.087886, 1.740895], [2.425683, -3.835162, 1.383081], [0.309523, -3.571296, 0.245276], [-1.092588, 0.825190, 0.651806], [-3.043339, 2.306043, 0.442905], [-5.267679, 1.384744, -0.052613], [-6.181595, -2.013097, 0.264379], [-6.707165, -0.466966, -0.414110], [-5.931503, -1.674416, -1.444072], [-3.583760, -2.540452, -0.154753]],
  "forces_ev_per_a": [[-0.126, -0.207, 0.016], [0.204, 0.128, 0.166], [0.001, -0.094, -0.193], [0.027, 0.109, 0.276], [-0.314, 0.128, -0.293], [0.005, -0.100, -0.362], [0.167, -0.089, 0.371], [-0.082, 0.083, -0.139], [0.188, -0.466, 0.420], [0.072, 0.477, 0.215], [0.300, 0.440, -0.181], [-0.126, -0.378, -0.233], [0.040, -0.244, 0.151], [0.027, 0.234, 0.041], [-0.228, -0.024, -0.134], [-0.245, 0.129, -0.007], [0.315, 0.059, 0.053], [-0.050, -0.075, -0.042], [-0.059, 0.006, -0.002], [0.092, 0.072, 0.031], [0.027, -0.032, -0.024], [0.300, 0.029, 0.069], [-0.018, 0.101, -0.081], [0.095, 0.069, -0.085], [0.040, 0.117, 0.056], [-0.138, -0.085, -0.007], [-0.081, -0.096, -0.059], [0.055, 0.023, 0.089], [0.000, 0.049, 0.071], [0.072, -0.011, 0.101], [-0.037, 0.109, -0.140], [0.066, -0.114, 0.031], [-0.226, -0.048, -0.057], [0.032, -0.027, -0.092], [0.024, -0.127, 0.020], [-0.127, -0.054, -0.069], [0.041, -0.202, -0.026], [0.021, 0.057, 0.021], [-0.063, 0.128, 0.075], [0.023, 0.006, -0.007], [0.032, 0.094, 0.018], [-0.099, 0.050, -0.008], [-0.085, -0.050, 0.023], [-0.082, 0.010, -0.007], [-0.077, -0.035, -0.056], [-0.003, -0.147, -0.012]]
}



# 3
{
  "formula": "C7H9N",
  "method": "ωB97M-V/def2-TZVPD",
  "charge": 0,
  "e_lumo_ev": 0.78,
  "spin_multiplicity": 1,
  "smiles": "c1ccncc1.C=C",
  "orbital_gap_ha": 0.3811,
  "de_lowest_kj_mol": 298.8,
  "elements": ["C", "C", "C", "N", "C", "C", "H", "H", "H", "H", "H", "C", "C", "H", "H", "H", "H"],
  "xyz": [[-0.250713, -1.714871, 0.208393], [-0.101229, -1.199191, -1.121077], [-0.531083, 0.136549, -1.458845], [-1.266902, 0.894603, -0.680092], [-1.550916, 0.430016, 0.547678], [-1.185717, -0.832147, 0.981550], [0.355162, -2.729958, 0.467500], [0.441531, -1.773984, -1.941522], [-0.299042, 0.652956, -2.381376], [-2.220131, 1.237033, 1.097219], [-1.181086, -1.185150, 2.001130], [1.717505, 1.123663, 1.207945], [2.498552, 0.956236, 0.102218], [0.948095, 1.795048, 1.352224], [1.847601, 0.566769, 2.207622], [2.121751, 1.573897, -0.712034], [3.276024, 0.199628, -0.137295]],
  "forces_ev_per_a": [[-1.012, 1.610, -2.203], [0.959, -0.282, -0.082], [-0.163, -1.414, 0.388], [0.410, -0.014, 0.602], [-1.830, 1.299, 0.205], [3.545, -2.274, 0.268], [-2.132, 2.696, -0.120], [-0.566, 0.815, 1.361], [0.275, -0.671, -0.412], [1.473, -2.331, -0.451], [-1.008, 0.509, 0.400], [3.396, -2.998, 0.967], [-2.111, 0.349, 1.024], [-1.446, 1.653, -0.624], [0.244, 0.458, -1.777], [0.615, -0.117, -0.281], [-0.649, 0.712, 0.733]]
}



# 4
{
  "formula": "C16H33N5O6PdSSe2",
  "method": "ωB97M-V/def2-TZVPD",
  "charge": 0,
  "e_lumo_ev": -0.40,
  "spin_multiplicity": 1,
  "orbital_gap_ha": 0.2285,
  "de_lowest_kj_mol": 83.3,
  "elements": ["Pd", "O", "C", "C", "C", "O", "C", "Se", "C", "Se", "H", "H", "H", "H", "H", "H", "H", "H", "H", "H", "N", "C", "C", "C", "N", "H", "H", "H", "H", "H", "H", "H", "H", "H", "H", "C", "C", "S", "O", "O", "C", "C", "N", "C", "N", "C", "C", "N", "O", "O", "C", "H", "H", "H", "H", "H", "H", "H", "H", "H", "H", "H", "H", "H"],
  "xyz": [[0.149815, 0.643026, -2.328864], [3.447425, 5.546662, -1.253117], [3.926748, 4.350183, -1.882328], [2.805993, 3.304512, -1.973599], [2.388665, 2.911461, -0.556149], [1.699876, 3.930909, 0.149407], [3.456854, 2.123558, -2.703787], [2.443572, 0.470879, -2.975786], [1.671676, 3.903881, -2.803400], [-0.006627, 2.917730, -2.946833], [4.161649, 6.188366, -1.224681], [4.747958, 3.927040, -1.295278], [4.301834, 4.576711, -2.885591], [3.290207, 2.594992, -0.010873], [1.712258, 2.064547, -0.611003], [2.235194, 4.732796, 0.091683], [4.360505, 1.823307, -2.168955], [3.752829, 2.460431, -3.697285], [2.036111, 4.066282, -3.818584], [1.384799, 4.863768, -2.379720], [-2.089980, 0.548472, -2.863779], [-2.469335, -0.289190, -4.008911], [-2.200782, -1.768656, -3.786272], [-0.751970, -2.201023, -3.907160], [0.056390, -1.695783, -2.798090], [-2.689117, 0.362373, -2.066877], [-2.212745, 1.531198, -3.089348], [-1.898587, 0.063096, -4.869606], [-3.529023, -0.159753, -4.243448], [-2.779712, -2.328670, -4.524804], [-2.589184, -2.065080, -2.802073], [-0.331727, -1.798397, -4.830929], [-0.708252, -3.291913, -3.977567], [1.042089, -1.887500, -2.945463], [-0.191242, -2.128876, -1.914716], [-2.381086, -4.976707, 4.104099], [-2.140124, -4.042980, 5.283300], [-2.415710, -2.335821, 4.916989], [-3.463466, -2.234842, 3.923923], [-2.528433, -1.617969, 6.160641], [-0.911547, -1.849656, 4.120870], [-1.083689, -0.456701, 3.507050], [-0.347096, -0.328173, 2.250205], [-0.905424, -0.428595, 1.019162], [-0.001380, -0.346532, 0.057475], [1.205186, -0.219459, 0.676994], [1.012396, -0.219123, 2.018815], [2.002332, -0.087020, 3.051328], [3.155604, 0.014128, 2.701251], [1.613273, -0.102230, 4.211795], [-2.367945, -0.592868, 0.779973], [-2.308525, -6.011354, 4.438569], [-1.643982, -4.829572, 3.312901], [-3.369829, -4.814346, 3.680464], [-1.117695, -4.098512, 5.663757], [-2.823409, -4.227383, 6.115262], [-0.727778, -2.595316, 3.344455], [-0.110199, -1.867507, 4.857219], [-0.751940, 0.306467, 4.200181], [-2.126825, -0.273393, 3.268432], [2.132438, -0.156165, 0.128943], [-2.842308, -1.247728, 1.511131], [-2.498400, -1.024287, -0.210696], [-2.878604, 0.372329, 0.809304]],
  "forces_ev_per_a": [[-0.365, -0.505, -1.705], [0.044, -0.086, -0.053], [0.006, 0.099, -0.006], [0.028, 0.050, -0.021], [-0.083, 0.111, 0.065], [0.090, -0.098, 0.020], [0.067, 0.001, 0.012], [-0.151, 0.091, 0.429], [-0.005, -0.008, -0.009], [0.022, 0.004, 0.211], [0.021, 0.002, 0.011], [0.044, -0.002, 0.008], [-0.027, 0.042, -0.033], [-0.003, -0.039, 0.023], [-0.076, -0.032, 0.015], [-0.050, -0.008, -0.040], [-0.012, -0.008, 0.003], [0.032, 0.028, -0.001], [0.034, 0.032, 0.004], [-0.014, -0.006, 0.005], [0.197, 0.308, 0.492], [0.088, 0.057, -0.066], [-0.127, -0.077, 0.087], [0.070, 0.151, 0.003], [0.369, 0.181, 0.408], [-0.036, -0.031, -0.024], [-0.132, -0.008, -0.051], [0.018, 0.012, -0.004], [-0.047, 0.043, -0.009], [-0.016, 0.005, 0.027], [-0.020, -0.022, -0.051], [0.021, 0.004, 0.000], [0.016, -0.041, 0.010], [-0.002, -0.061, -0.040], [-0.075, -0.015, -0.017], [0.034, 0.037, 0.044], [-0.006, -0.253, 0.038], [-0.242, 0.190, 0.013], [0.011, 0.019, 0.118], [-0.023, -0.044, -0.150], [0.156, 0.182, -0.147], [0.195, 0.037, -0.085], [-0.105, -0.120, 0.057], [-0.055, 0.139, -0.054], [0.061, -0.333, 0.352], [0.040, -0.118, -0.300], [0.221, 0.164, 0.545], [-0.400, -0.112, -0.204], [0.086, 0.036, -0.009], [0.079, 0.000, 0.022], [0.034, 0.005, 0.006], [0.017, 0.017, -0.009], [-0.008, 0.009, 0.032], [-0.005, 0.004, 0.030], [-0.071, -0.051, 0.085], [0.030, -0.077, -0.035], [0.039, 0.045, -0.013], [0.020, -0.040, -0.044], [0.021, 0.029, 0.014], [-0.048, -0.008, 0.016], [-0.025, 0.068, -0.020], [0.009, -0.015, -0.014], [0.000, 0.014, 0.000], [0.007, 0.003, 0.008]]
}



# 5
{
  "formula": "C3H6NO",
  "method": "ωB97M-V/def2-TZVPD",
  "s2": 2.0051,
  "charge": 1,
  "e_lumo_ev": [-3.15, -9.27],
  "spin_multiplicity": 3,
  "orbital_gap_ha": [0.2500, 0.3040],
  "de_lowest_kj_mol": 435.3,
  "elements": ["C", "C", "C", "N", "O", "H", "H", "H", "H", "H", "H"],
  "xyz": [[0.797754, 0.705740, -0.462955], [-1.069222, -0.811632, -0.161990], [-0.401227, 1.052714, 0.356446], [0.205849, -0.394978, 0.442848], [-1.547781, 0.582125, -0.115899], [0.793568, 0.626421, -1.588205], [1.695912, 1.270886, -0.139323], [-0.864587, -1.279799, -1.051334], [-1.905684, -1.305117, 0.370667], [-0.570932, 1.825897, 1.190475], [0.957114, -0.826909, 0.942657]],
  "forces_ev_per_a": [[-0.039, -0.279, -0.426], [0.976, -3.826, 2.214], [-2.733, 9.114, 2.920], [1.559, -3.267, -2.550], [-0.279, 2.098, -1.041], [-0.629, -0.255, 1.300], [-0.481, -0.972, 0.401], [-0.299, -0.595, -2.700], [1.183, -0.281, 0.484], [0.935, -0.914, -1.703], [-0.194, -0.823, 1.101]]
}



# 6
{
  "formula": "C5H8N2",
  "method": "ωB97M-V/def2-TZVPD",
  "charge": 0,
  "e_lumo_ev": 1.05,
  "spin_multiplicity": 1,
  "smiles": "C=C(C)N[C@@H]1C=N1",
  "orbital_gap_ha": 0.3706,
  "de_lowest_kj_mol": 285.0,
  "elements": ["C", "C", "C", "N", "C", "C", "N", "H", "H", "H", "H", "H", "H", "H", "H"],
  "xyz": [[1.088718, 1.133534, 0.721507], [-0.112786, 0.584429, 0.542131], [-0.873043, -0.143647, 1.620793], [-0.779694, 0.585443, -0.724400], [-0.513929, -0.687991, -1.376281], [0.856380, -1.095669, -1.580175], [0.300758, -0.695157, -2.637277], [1.585900, 1.087204, 1.685249], [1.598463, 1.656561, -0.084622], [-1.557636, 0.554520, 2.114406], [-1.488122, -0.940918, 1.192763], [-0.210582, -0.576971, 2.375995], [-0.411505, 1.326013, -1.316382], [-1.319332, -1.411878, -1.309032], [1.836411, -1.375471, -1.224675]],
  "forces_ev_per_a": [[-0.094, 0.063, 0.016], [0.117, -0.034, 0.062], [0.041, -0.021, 0.008], [0.172, 0.104, -0.057], [-0.249, -0.203, 0.204], [-0.184, 0.095, -0.526], [0.302, 0.066, 0.461], [-0.108, 0.090, -0.085], [-0.077, -0.085, 0.110], [0.043, -0.099, -0.062], [0.121, 0.085, 0.040], [-0.076, 0.141, -0.116], [-0.021, -0.072, 0.077], [0.054, 0.041, -0.063], [-0.041, -0.171, -0.068]]
}